# 1
Formula: C3H12N2O2
Source: the OMol25 dataset
Level of theory: ωB97M-V/def2-TZVPD

```
19
Properties=species:S:1:pos:R:3:lowdin_spin:R:1
H -1.381 0.865 -0.640 0.02
N 0.023 -0.058 -2.213 -0.75
H -0.054 -0.447 -3.129 -0.03
H 0.473 -1.159 -0.479 -0.01
O 0.756 2.075 -1.121 -0.01
N -1.379 -0.097 -0.284 0.61
H 0.725 0.292 2.426 0.01
H -1.046 -1.844 -1.445 0.03
H -0.742 -0.991 1.393 0.01
H -1.898 0.254 1.675 0.01
C -0.456 -0.860 -1.137 -0.02
O 1.115 -1.880 1.683 0.97
C -1.022 -0.104 1.148 0.07
C 0.312 0.645 1.386 0.08
H 0.262 1.722 1.400 0.00
H 1.049 0.267 0.683 0.00
H 1.154 2.696 -1.635 0.00
H 0.452 1.286 -1.680 0.00
H 1.658 -2.664 1.968 0.02
```

Summary:
LUMO level (alpha / beta): -6.5 / -8.1 eV
<S²>: 1.6583
Relative energy (zero: lowest compared OMol25 entry of this formula, charge and spin): 6.982 eV
Charge: +1
2S+1: 2
Largest force on an atom: 6.23 eV/Å

---

# 2
Formula: C3H12N2O2SSi
Source: the OMol25 dataset
Level of theory: ωB97M-V/def2-TZVPD

```
21
Properties=species:S:1:pos:R:3:mulliken_charge:R:1
H -0.544 2.137 1.321 0.31
O 1.910 0.251 1.369 -0.59
S 1.893 -0.125 -0.007 0.87
H -2.091 -1.149 1.784 0.36
H 3.938 0.688 -0.372 0.28
C -1.128 1.911 0.433 -1.01
Si -0.885 0.090 -0.081 0.36
C -2.140 -0.439 -1.409 -1.01
H -0.488 -0.633 2.283 0.33
H -0.677 -2.030 1.246 0.30
H 3.070 0.502 -1.784 0.29
H -0.794 2.581 -0.358 0.32
O 2.607 -1.592 -0.134 -0.50
N 3.035 0.753 -0.812 -0.56
C -1.061 -1.036 1.453 -1.07
H -2.037 -1.488 -1.667 0.28
H -2.171 2.143 0.647 0.34
H -3.151 -0.281 -1.052 0.31
N 0.643 -0.146 -0.839 -0.25
H -2.014 0.134 -2.319 0.30
H 2.082 -2.271 0.296 0.34
```

Summary:
LUMO level: 0.4 eV
Relative energy (zero: lowest compared OMol25 entry of this formula, charge and spin): 0.000 eV
Largest force on an atom: 1.53 eV/Å

---

# 3
Formula: C3H12N2O3
Source: the OMol25 dataset
Level of theory: ωB97M-V/def2-TZVPD

```
20
Properties=species:S:1:pos:R:3:mulliken_charge:R:1
H -0.908 -0.850 -1.596 0.33
C -0.468 -0.819 -0.575 -0.33
O 1.562 -3.248 -2.439 -0.61
N 0.112 1.614 -0.803 -0.27
N -1.593 -0.695 0.418 -0.48
H -1.403 -0.889 1.342 0.13
H -0.876 1.769 -0.943 0.28
H -2.372 -1.138 0.173 0.18
H 1.859 2.871 -0.962 0.23
H -1.407 0.269 3.945 0.28
O 1.664 0.192 0.080 -0.58
H -0.340 -0.845 3.470 0.30
C 0.916 2.833 -0.362 -0.82
H 1.091 2.796 0.763 0.25
C 0.516 0.345 -0.288 0.53
H 0.249 3.637 -0.205 0.40
H 1.654 -2.350 -2.391 0.30
H 0.670 -3.467 -2.535 0.30
H 0.176 -1.670 -0.427 0.20
O -1.103 -0.354 3.336 -0.61
```

Summary:
LUMO level: 0.7 eV
Relative energy (zero: lowest compared OMol25 entry of this formula, charge and spin): 2.292 eV
SMILES string: CNC(=O)CN.O.O
Largest force on an atom: 4.90 eV/Å

---

# 4
Formula: C3H12N2OS
Source: the OMol25 dataset
Level of theory: ωB97M-V/def2-TZVPD

```
19
Properties=species:S:1:pos:R:3:mulliken_charge:R:1
H -0.290 0.719 2.527 0.36
H 2.076 -1.069 -1.376 0.31
H 1.167 -0.863 0.561 0.23
C -0.478 0.492 0.387 -0.05
H -1.192 -1.456 -0.922 0.19
H 1.560 -1.678 -2.666 0.33
N -0.340 -1.816 -0.505 -0.40
N -0.143 1.076 -0.878 -0.51
O 1.997 -0.908 -2.327 -0.70
H 1.037 1.487 1.545 0.39
H -0.532 -2.751 -0.226 0.22
H -1.773 2.721 0.681 0.11
S -0.949 2.900 1.727 -0.24
H -1.563 0.460 0.557 0.41
C 0.072 -0.912 0.596 -1.04
H -0.931 1.148 -1.524 0.28
H 0.555 0.500 -1.348 0.30
C -0.030 1.317 1.663 -0.65
H -0.242 -1.369 1.528 0.47
```

Summary:
LUMO level: 0.7 eV
Relative energy (zero: lowest compared OMol25 entry of this formula, charge and spin): 0.607 eV
SMILES string: NC[C@H](N)CS.O
Largest force on an atom: 2.29 eV/Å

---

# 5
Formula: C3H12N2OS
Source: the OMol25 dataset
Level of theory: ωB97M-V/def2-TZVPD

```
19
Properties=species:S:1:pos:R:3:mulliken_charge:R:1
N -1.482 -1.186 0.772 -0.54
H 0.572 6.277 -1.615 0.31
H -2.204 -1.417 0.111 0.27
H -0.031 1.299 0.984 0.32
H 1.224 5.012 -2.142 0.32
C 0.981 -1.132 0.605 -0.86
H -1.977 0.707 -1.141 0.24
H 2.296 -3.097 0.815 0.11
H -1.403 2.180 -1.137 0.27
C -0.337 0.922 0.025 -0.72
H -0.299 -0.953 -1.010 0.36
H 1.828 -0.681 0.118 0.41
N -1.639 1.419 -0.497 -0.61
O 0.711 5.352 -1.392 -0.63
H 0.430 1.213 -0.702 0.41
H 0.959 -1.016 1.686 0.36
S 1.026 -2.965 0.446 -0.22
H -1.776 -0.538 1.482 0.26
C -0.340 -0.619 0.030 -0.07
```

Summary:
LUMO level: 0.6 eV
Relative energy (zero: lowest compared OMol25 entry of this formula, charge and spin): 0.723 eV
SMILES string: NC[C@H](N)CS.O
Largest force on an atom: 2.01 eV/Å

---

# 6
Formula: C3H12N2P
Source: the OMol25 dataset
Level of theory: ωB97M-V/def2-TZVPD

```
18
Properties=species:S:1:pos:R:3:mulliken_charge:R:1
H 1.985 0.736 1.259 0.41
C 0.942 0.900 0.945 -0.96
H 0.769 1.971 0.647 0.31
H 1.467 -0.653 -2.006 0.23
N 1.422 0.070 -1.319 -0.59
H -2.694 1.213 1.130 0.10
H 0.256 0.472 1.738 0.39
H -0.336 -1.651 0.921 0.28
H 2.175 0.741 -1.352 0.21
N 0.595 -0.092 -0.274 0.31
H -1.757 1.597 -1.267 0.36
H -1.385 -0.066 -1.717 0.31
H 0.689 -2.177 -0.427 0.36
H -1.764 -0.802 0.917 0.01
H 1.493 -1.479 0.978 0.36
P -2.775 0.030 0.343 0.03
C -1.692 0.577 -0.894 -0.32
C 0.610 -1.388 0.379 -0.81
```

Summary:
LUMO level (alpha / beta): -5.2 / -5.7 eV
Relative energy (zero: lowest compared OMol25 entry of this formula, charge and spin): 5.385 eV
Charge: +1
Largest force on an atom: 4.64 eV/Å

---

# 7
Formula: C3H12N2S
Source: the OMol25 dataset
Level of theory: ωB97M-V/def2-TZVPD

```
18
Properties=species:S:1:pos:R:3:mulliken_charge:R:1
H 0.346 0.445 3.764 0.28
H -0.720 -2.275 2.748 0.23
C -0.314 1.139 -3.687 -0.75
C -0.516 -0.298 3.543 -0.19
N -0.085 -1.414 2.571 -0.63
H -0.614 -0.735 4.523 0.27
H -0.364 2.141 -4.051 0.28
H 0.903 -1.522 2.751 0.22
S 0.316 1.046 -2.057 -0.07
H 0.137 0.500 -4.452 0.27
H -2.311 -0.510 2.588 0.22
H 1.853 -0.274 -3.299 0.28
H 1.674 -0.756 -1.700 0.29
C 1.855 0.103 -2.329 -0.84
H -1.625 0.581 1.977 0.26
N -1.763 0.251 2.957 -0.66
H 2.670 0.723 -2.223 0.31
H -1.443 0.855 -3.624 0.23
```

Summary:
LUMO level: 1.0 eV
Relative energy (zero: lowest compared OMol25 entry of this formula, charge and spin): 1.581 eV
SMILES string: CSC.NCN
Largest force on an atom: 3.45 eV/Å

---

# 8
Formula: C3H12N3
Source: the OMol25 dataset
Level of theory: ωB97M-V/def2-TZVPD

```
18
Properties=species:S:1:pos:R:3:mulliken_charge:R:1
N 0.843 -2.336 -0.805 -0.61
H -0.014 -0.412 -1.456 0.11
H 1.357 1.219 -0.335 0.39
N -1.289 -0.378 0.784 -0.54
C -0.290 -1.501 -1.091 -0.36
H 0.140 2.406 -0.942 0.31
C 0.836 2.065 -0.057 -0.95
H 1.303 -2.863 -1.577 0.28
H -0.768 -1.974 -2.067 0.28
H 1.558 2.867 -0.064 0.37
H 0.447 -3.077 -0.193 0.25
H -1.983 -2.197 0.269 0.46
H -0.524 2.416 1.367 0.37
C -1.267 -1.417 0.059 -0.07
H -2.048 -0.129 1.472 0.25
H -0.488 0.801 1.065 0.37
H 0.840 1.623 1.955 0.37
N 0.146 1.705 1.162 -0.29
```

Summary:
LUMO level: -3.3 eV
Relative energy (zero: lowest compared OMol25 entry of this formula, charge and spin): 2.645 eV
Charge: +1
Largest force on an atom: 4.03 eV/Å

---

# 9
Formula: C3H12N3O
Source: the OMol25 dataset
Level of theory: ωB97M-V/def2-TZVPD

```
19
Properties=species:S:1:pos:R:3:mulliken_charge:R:1
H -0.761 2.399 0.820 0.21
N -0.640 -0.739 1.542 -0.16
C -0.743 0.371 0.806 0.78
H -1.173 -0.611 -0.940 0.20
H 0.637 -0.862 3.227 0.33
H 1.797 -1.347 -3.258 0.28
H 2.215 -0.210 -1.967 0.21
H -0.821 0.092 3.473 0.31
O 0.416 0.158 -2.848 -0.47
N -0.561 1.572 1.356 -0.36
C 1.780 -0.300 -2.957 -0.54
H -0.935 1.055 -1.109 0.22
N -1.038 0.274 -0.483 -0.35
H -0.859 -1.591 1.054 0.22
H -0.351 1.676 2.332 0.17
H -0.938 -1.654 3.387 0.32
H 0.065 0.189 -3.749 0.29
H 2.331 0.319 -3.661 0.26
C -0.420 -0.791 2.977 -0.93
```

Summary:
LUMO level: -2.9 eV
Relative energy (zero: lowest compared OMol25 entry of this formula, charge and spin): 0.944 eV
Charge: +1
Largest force on an atom: 0.56 eV/Å

---

# 10
Formula: C3H12N3O
Source: the OMol25 dataset
Level of theory: ωB97M-V/def2-TZVPD

```
19
Properties=species:S:1:pos:R:3:mulliken_charge:R:1
N 1.337 -1.972 -0.660 -0.20
N -0.120 2.062 -0.016 -0.44
H -0.205 -1.392 0.675 0.25
N -1.724 1.238 1.448 -0.50
C -1.170 1.190 0.194 0.54
O -1.538 0.424 -0.680 -0.60
H 1.213 0.090 -0.973 0.19
H 1.432 -1.357 1.343 0.33
H 0.621 -2.948 1.062 0.34
H -1.066 1.438 2.195 0.24
H 2.043 -2.700 -0.701 0.36
C 0.741 -1.923 0.725 -0.72
H 0.586 -2.251 -1.294 0.37
H 2.299 -0.827 -2.114 0.35
H -0.094 2.821 0.652 0.23
H -2.325 0.463 1.679 0.28
H -0.042 2.404 -0.964 0.26
H 2.793 -0.472 -0.412 0.35
C 1.972 -0.675 -1.093 -0.64
```

Summary:
LUMO level: -3.3 eV
Relative energy (zero: lowest compared OMol25 entry of this formula, charge and spin): 0.853 eV
Charge: +1
Largest force on an atom: 0.83 eV/Å